Entry from the OMol25 dataset: C38H31BeN3P as an isolated structure in a non-equilibrium geometry (the ωB97M-V functional and the def2-TZVPD basis).

Its lowest unoccupied orbital energy is -2.55 eV. For the HOMO energy, the calculation gives -10.2 eV. The net charge is +1. For the strongest force on any atom, the calculation gives 1.05 eV Å⁻¹. The calculation puts the HOMO-LUMO gap at 7.69 eV. The relative energy (zero: lowest compared OMol25 entry of this formula, charge and spin) is 201.4 kJ/mol.

Last column: Löwdin charge in e.
Geometry (Å):
H (0.6702, 0.9233, 3.6763)  0.11
H (0.1187, -6.9079, -1.5907)  0.12
C (-2.5254, -0.2107, 2.1947)  -0.06
H (1.3633, -3.8975, 4.4888)  0.11
C (0.0996, -5.8411, -1.4393)  -0.03
H (-2.2041, 5.4794, -0.8870)  0.12
C (-2.6847, 1.9763, -2.4158)  -0.02
C (0.8517, 1.7626, -1.8285)  -0.15
H (2.7665, 0.4253, 1.4774)  0.12
H (-5.4891, -0.8730, 0.7288)  0.11
C (0.6912, -3.6283, -2.0881)  -0.09
H (0.6904, -3.1070, 2.2497)  0.09
C (-1.6907, -0.3889, 1.0981)  -0.29
H (-1.0908, 2.1982, 0.9632)  0.13
C (-0.0124, 2.2490, 0.8751)  -0.02
C (-3.5969, 4.0883, -1.7324)  -0.07
C (2.8075, -1.4043, -1.4188)  -0.13
H (-4.0277, -1.1562, -1.2238)  0.12
C (1.2253, -0.5788, 5.1044)  -0.06
C (-3.7622, 2.8340, -2.2964)  -0.07
H (-4.4377, 4.7588, -1.6499)  0.11
C (0.1011, 4.0015, -0.9254)  -0.14
C (1.9819, 3.3557, -0.1367)  -0.17
H (1.7381, -2.2755, 6.3068)  0.11
H (-4.5438, -0.2120, 2.9041)  0.11
H (1.7777, 3.6287, -2.3745)  0.16
H (2.5385, 4.2941, -0.1438)  0.16
H (-4.7326, 2.5264, -2.6535)  0.11
Be (0.2214, -1.3544, -0.8324)  0.05
C (-2.3445, 4.4910, -1.2971)  -0.01
C (1.2038, -2.8447, 4.3140)  -0.07
C (0.8094, -0.1327, 3.8637)  -0.08
C (1.6652, -0.5999, -1.5167)  -0.11
C (0.5878, -1.0487, 2.8387)  -0.34
C (-0.5326, -3.9168, -0.1799)  -0.09
H (1.2171, -5.3574, -3.2196)  0.12
H (4.9303, -1.6397, -1.5692)  0.11
C (-0.5520, -5.2895, -0.3445)  -0.02
C (4.2765, 0.3160, -2.1659)  -0.07
C (3.1921, 1.1642, -2.2528)  -0.04
H (-1.0537, -3.4447, 0.6422)  0.12
C (-3.6078, -0.8582, -0.2747)  -0.02
C (2.2090, 1.2348, 1.0319)  -0.09
C (-4.4295, -0.7035, 0.8267)  -0.06
C (0.5820, 3.5650, 0.4856)  -0.15
C (2.8085, 2.2635, 0.4412)  -0.03
N (-1.3801, -0.8179, -1.2728)  0.06
H (-1.8870, -1.2296, -2.0514)  0.13
H (-1.0248, 0.1430, -1.6516)  0.05
H (0.2626, 5.0720, -1.0598)  0.16
H (3.3587, 2.1672, -2.6151)  0.12
C (1.2676, 3.1812, -1.5168)  -0.11
H (3.8807, 2.3348, 0.3614)  0.12
H (-2.7988, 1.0239, -2.9136)  0.11
H (0.4806, 4.3067, 1.2857)  0.16
C (-2.2383, -0.6774, -0.1585)  -0.30
C (0.7507, 1.1663, 1.0758)  -0.34
P (0.1091, -0.5222, 1.1682)  1.17
H (1.1569, -2.9221, -2.7529)  0.12
H (1.4133, 0.1317, 5.8942)  0.11
C (4.0884, -0.9756, -1.7068)  -0.07
N (-0.3835, 1.4469, -2.0246)  0.13
C (1.4135, -1.9326, 5.3361)  -0.06
N (0.1004, -3.1016, -1.0185)  0.02
H (-1.0637, -5.9111, 0.3723)  0.12
H (5.2620, 0.6613, -2.4390)  0.11
H (2.6815, -2.4248, -1.0823)  0.08
C (1.9052, 0.7450, -1.8885)  -0.18
C (-1.4307, 2.3638, -1.9468)  -0.20
C (-1.2638, 3.6318, -1.3856)  -0.13
C (0.7182, -4.9870, -2.3390)  -0.02
C (0.8091, -2.4049, 3.0645)  -0.09
H (-2.0976, 0.0146, 3.1598)  0.11
C (-3.8946, -0.3493, 2.0545)  -0.07

Forces on atoms 1 to 6 (eV/Å):
0.00 0.07 0.04
-0.02 -0.14 -0.02
-0.08 0.05 -0.10
0.03 -0.10 0.02
0.01 0.26 0.03
0.01 0.14 0.08

Entry from the OMol25 dataset: C38H31Br4F3MoN10O4 as an isolated structure in a non-equilibrium geometry (the ωB97M-V functional and the def2-TZVPD basis).

Its lowest unoccupied orbital energy (alpha / beta) is -0.52 / -1.13 eV. For the HOMO energy (alpha / beta), the calculation gives -7.5 / -7.6 eV. For the strongest force on any atom, the calculation gives 3.23 eV Å⁻¹. As for the spin multiplicity: 3. The calculation puts the HOMO-LUMO gap (alpha / beta) at 7.02 / 6.52 eV.

Last column: Löwdin charge in e.
Geometry (Å):
Mo (-22.0394, 1.1315, -0.5833)  1.77
N (-15.7446, 4.5001, 2.8998)  0.06
H (-18.5955, 1.7383, -0.6141)  0.05
N (-20.4819, 4.1115, -3.9920)  -0.06
H (-19.8748, 3.4769, -2.0373)  0.14
C (-24.3197, 8.0230, 1.1785)  -0.11
Br (-21.8874, -5.3454, -2.9700)  0.71
Br (-23.8681, -2.6388, -3.3117)  0.76
H (-27.8540, -0.5821, -0.6260)  0.11
Br (-19.5802, -5.3431, -0.6619)  0.68
C (-18.6952, 6.9912, 0.5232)  -0.09
C (-24.7610, 0.1797, 0.3746)  -0.17
F (-23.4513, 10.1856, 1.1143)  0.14
C (-19.9995, -2.5353, -0.5367)  -0.60
H (-17.6517, 3.0799, 4.2057)  0.13
C (-21.8435, -1.3920, -1.8086)  -0.39
H (-23.1503, 2.7892, -3.3250)  0.12
H (-19.6202, 7.2655, 0.0397)  0.10
H (-16.9321, 2.2411, 2.8856)  0.13
C (-18.1706, 1.8482, 0.3756)  0.00
C (-25.1227, 5.9451, 0.0998)  -0.01
H (-21.4016, 4.3069, -5.9459)  0.14
N (-24.3431, 0.8219, -0.7265)  0.02
C (-19.2365, 2.4102, 1.2534)  -0.31
O (-22.5490, 0.4165, 1.2289)  -0.19
N (-18.9989, 2.7379, 2.6039)  0.00
O (-20.2518, -0.1457, -0.6180)  -0.27
C (-22.4146, 2.0977, -3.7380)  -0.18
O (-24.1942, -0.1576, 2.6522)  0.09
H (-22.3341, 7.7863, 2.0774)  0.13
H (-26.2565, 7.7123, 0.3189)  0.13
O (-22.3297, -0.1865, -2.1151)  -0.32
C (-20.1486, 1.4207, -3.3647)  -0.18
C (-25.0352, 0.7294, -1.8822)  -0.11
C (-20.4750, -3.7006, -1.1017)  -0.70
H (-15.4516, 7.8833, 0.6034)  0.12
C (-23.7799, 0.0700, 1.5222)  -0.52
H (-17.5442, 8.5819, -0.4081)  0.11
C (-21.6502, 4.0067, -4.9076)  -0.16
H (-25.9522, 5.4218, -0.3328)  0.11
H (-20.3163, 0.3392, -3.3866)  0.13
H (-18.6239, 3.2655, -3.8332)  0.12
C (-23.4059, 4.0166, -0.1314)  -0.09
C (-26.8615, -0.1630, -0.6503)  -0.02
C (-22.9006, 2.9272, -0.3450)  -0.19
H (-20.3988, 3.3460, 4.1654)  0.12
H (-26.4487, -0.7346, 1.3864)  0.13
C (-20.7876, 3.5663, -2.6922)  -0.17
C (-25.2961, 7.2314, 0.5382)  -0.02
H (-21.9416, 5.5790, 1.2339)  0.08
C (-16.3694, 6.1811, 1.6224)  -0.25
C (-26.0375, -0.3251, 0.4633)  0.02
H (-19.2485, 1.5929, -2.7282)  0.12
N (-15.3168, 5.5743, 2.2594)  0.06
H (-17.2089, 2.3347, 0.3120)  0.08
H (-17.9394, 0.8193, 0.7539)  0.08
C (-17.5511, 7.7036, 0.2446)  -0.09
N (-17.1089, 4.3539, 2.6314)  -0.04
C (-21.0682, 1.8560, -5.6111)  -0.15
H (-22.4971, 4.5997, -4.4947)  0.14
H (-19.6941, 5.2725, 1.4114)  0.10
C (-19.4385, 3.2613, -4.5427)  -0.18
C (-17.5698, 5.4854, 1.9234)  -0.15
H (-22.2799, 2.8504, 2.2357)  0.11
C (-22.2432, -2.5851, -2.3304)  -0.66
C (-20.2779, 3.0047, 3.1560)  -0.02
N (-22.1093, 2.6659, -5.0582)  -0.11
C (-18.7493, 5.8744, 1.3518)  -0.02
H (-20.8213, 2.3484, -6.5802)  0.14
C (-26.3539, 0.4111, -1.8393)  -0.04
C (-22.8810, 6.0207, 0.9840)  -0.01
H (-19.0380, 3.6556, -5.4819)  0.13
H (-21.5369, 4.0245, -2.1303)  0.07
N (-20.5356, 2.3731, 1.0183)  0.04
C (-23.8876, 5.2635, 0.3213)  -0.21
F (-25.6175, 10.0011, 0.7662)  0.07
C (-16.3497, 7.3266, 0.8370)  -0.01
N (-21.3122, 2.1539, -2.7535)  -0.14
C (-17.6391, 3.0506, 3.1223)  -0.05
C (-23.1413, 7.3118, 1.4936)  0.01
H (-24.5408, 0.9942, -2.8317)  0.11
H (-27.0323, 0.5508, -2.6699)  0.11
C (-20.6367, -1.3674, -1.0021)  -0.37
H (-21.3448, 0.8034, -5.7385)  0.14
H (-22.7610, 1.0339, -3.8423)  0.13
N (-19.8912, 1.8721, -4.7035)  -0.07
Br (-18.5372, -2.2925, 0.7345)  0.73
C (-21.5476, -3.7304, -2.0569)  -0.75
C (-24.5284, 9.4593, 1.4795)  -0.49
F (-24.8840, 9.7664, 2.7782)  0.11
C (-21.1973, 2.7677, 2.1651)  -0.14

Forces on atoms 1 to 6 (eV/Å):
1.20 -1.29 -1.49
-0.86 1.99 -2.40
0.10 -0.14 -0.15
-0.29 0.17 -0.47
-0.71 0.51 -0.76
0.33 -2.79 -0.11

Entry from the OMol25 dataset: C38H31CoN4O4P2 as an isolated structure (the ωB97M-V functional and the def2-TZVPD basis).

Its lowest unoccupied orbital energy (alpha / beta) is -3.18 / -3.35 eV. For the HOMO energy (alpha / beta), the calculation gives -11.1 / -11.5 eV. The net charge is +1. For the strongest force on any atom, the calculation gives 0.95 eV Å⁻¹. As for the spin multiplicity: 4. The calculation puts the HOMO-LUMO gap (alpha / beta) at 7.96 / 8.18 eV. The relative energy (zero: lowest compared OMol25 entry of this formula, charge and spin) is 78.0 kJ/mol.

Last column: Löwdin charge in e.
Geometry (Å):
H (-5.8350, -4.2290, -0.3540)  0.12
O (-2.1748, -0.0874, -1.9182)  -0.09
C (-0.4655, 0.1507, 3.9416)  -0.07
H (-3.6417, 2.8038, 0.9310)  0.12
C (-6.1765, -0.9622, -1.0702)  -0.12
C (-0.5310, 1.4770, 1.2627)  -0.40
H (3.5087, -0.2151, 2.3012)  0.08
H (6.9310, -1.0351, -0.0592)  0.11
C (0.0814, 6.0203, -2.5783)  -0.15
C (-0.5945, -0.2722, 5.2580)  -0.06
H (2.2961, 1.0079, 2.6807)  0.08
C (-3.8968, -1.5815, -1.1999)  -0.12
H (-3.4537, -3.6230, -0.7425)  0.13
C (3.8215, -0.1427, -1.0558)  -0.36
H (2.3940, -2.1507, -2.9726)  0.11
C (1.9423, -3.2323, 0.2099)  -0.09
H (0.1620, -3.5454, 4.8526)  0.11
H (-0.4554, -1.9239, 6.6183)  0.11
C (0.1955, 2.6591, 1.3808)  -0.10
H (-4.6175, 0.4126, -1.5799)  0.13
C (2.0896, -5.0847, -1.3150)  -0.06
C (6.4860, 0.4279, -1.5701)  -0.06
H (2.0845, -6.1511, -1.4985)  0.11
H (1.8281, -2.8528, 1.2146)  0.07
C (-0.0899, -0.7521, 2.9467)  -0.32
H (2.0695, 4.4644, -1.6342)  0.13
H (3.4292, 1.2715, 1.3459)  0.08
H (3.3873, 1.2937, -2.6009)  0.09
C (-1.0811, 2.4887, -2.4497)  -0.08
C (-1.8305, 3.9386, 1.1638)  -0.06
C (2.8325, 0.5214, 1.8666)  -0.12
H (-1.9442, 1.8789, -2.6728)  0.11
C (-4.2367, -2.8825, -0.8421)  0.01
C (2.2538, -4.1993, -2.3743)  -0.06
C (4.8243, -0.8146, -0.3537)  -0.08
H (-2.5004, 0.6265, 1.0085)  0.11
O (-6.8509, 1.2449, -1.1847)  0.08
P (2.0994, -0.5279, -0.6957)  0.96
H (2.3734, -4.5730, -3.3827)  0.11
N (1.8532, -0.1063, 0.9664)  -0.47
P (0.1847, -0.1902, 1.2453)  0.99
C (0.0476, 4.5867, -2.3787)  -0.20
C (-0.0049, -2.5061, 4.6027)  -0.06
H (1.9168, 2.0393, -1.2583)  0.06
C (5.4957, 1.0777, -2.2884)  -0.06
C (-5.5645, -3.2167, -0.6222)  -0.03
C (-1.9176, 1.5389, 1.0994)  -0.10
C (1.0709, 2.5717, -1.6672)  -0.14
C (-1.0893, 3.8558, -2.6763)  0.02
C (-0.4509, 3.8866, 1.3257)  -0.07
C (-6.5529, -2.2475, -0.7374)  0.02
C (-0.3573, -1.5968, 5.5915)  -0.06
N (-0.0200, 1.8472, -1.9420)  0.03
H (5.7576, 1.7987, -3.0515)  0.11
C (-2.4726, -1.2178, -1.3975)  -0.58
C (1.1611, 3.9295, -1.8736)  0.01
H (1.8079, -5.2905, 0.8012)  0.11
H (4.5657, -1.5764, 0.3725)  0.11
H (-2.3324, 4.8973, 1.1229)  0.11
O (-1.5422, -1.9597, -0.9987)  -0.04
H (-0.8817, 0.4387, 6.0216)  0.11
H (-7.5957, -2.4727, -0.5680)  0.13
H (7.5269, 0.6486, -1.7680)  0.11
C (2.1095, -2.3446, -0.8391)  -0.38
C (1.9341, -4.6019, -0.0246)  -0.06
C (4.1594, 0.7951, -2.0279)  -0.09
H (-1.9730, 4.3331, -3.0745)  0.13
C (2.2624, -2.8338, -2.1379)  -0.10
C (0.1231, -2.0896, 3.2889)  -0.09
H (0.3700, -2.8224, 2.5353)  0.08
O (-8.3767, -0.2748, -1.1783)  0.10
H (-0.6598, 1.1880, 3.7026)  0.10
C (-4.8716, -0.6027, -1.3158)  0.06
C (-2.5665, 2.7646, 1.0569)  -0.05
H (1.2709, 2.6287, 1.5084)  0.10
H (0.1188, 4.8030, 1.4165)  0.11
Co (-0.2673, -0.2569, -1.2256)  0.64
N (0.1181, 7.1584, -2.7250)  0.19
C (6.1523, -0.5194, -0.6055)  -0.05
N (-7.2235, 0.0899, -1.1534)  -0.35

Forces on atoms 1 to 6 (eV/Å):
0.01 0.02 -0.01
-0.05 -0.17 0.27
0.04 0.01 0.08
0.04 -0.01 0.01
-0.31 0.27 -0.01
0.02 0.22 0.20